Computed, not measured: a 2-piece molecular cluster, C4H8O overall, with the ωB97M-V functional and the def2-TZVPD basis.

```
13
Properties=species:S:1:pos:R:3:mulliken_charge:R:1
C -1.2934 -0.9690 -0.0238 -1.05
C 0.0004 -0.6066 0.6507 -0.12
C 1.1877 -0.7015 0.0588 -0.71
O 1.0047 1.6249 -1.3689 -0.44
C 0.4185 1.7650 -0.3254 -0.11
H -2.1380 -0.3638 0.3262 0.31
H -1.5325 -2.0145 0.1896 0.33
H -1.2167 -0.8540 -1.1113 0.30
H -0.0570 -0.2198 1.6694 0.36
H 1.2764 -1.0036 -0.9835 0.25
H 2.1071 -0.3616 0.5294 0.35
H 0.9309 1.8785 0.6503 0.30
H -0.6880 1.8260 -0.2615 0.22
```

Summary:
**Frontier orbital gap**: 10.49 eV
**Spin multiplicity**: 1
**DFT total energy**: -6323.1716 eV
**SMILES**: C=CC.C=O
**LUMO**: 0.91 eV

***

Computed, not measured: a 2-piece molecular cluster, C4H8O overall in a non-equilibrium geometry, with the ωB97M-V functional and the def2-TZVPD basis.

```
13
Properties=species:S:1:pos:R:3:mulliken_charge:R:1
C -2.0725 -0.7525 0.6876 -0.52
C -0.7242 -1.1048 1.1835 -0.41
C -0.8311 0.2908 0.6791 0.51
C 1.1808 1.4946 -2.2070 -1.01
O -0.5950 1.4827 0.4640 -0.53
H -2.4903 -1.0406 -0.3417 0.21
H -2.9339 -0.5430 1.3871 0.24
H -0.6703 -1.6384 2.2032 0.27
H -0.2307 -1.7046 0.4739 0.22
H 0.5095 0.9071 -2.9508 0.25
H 1.7608 0.6316 -2.0345 0.30
H 1.7593 2.1086 -2.9182 0.29
H 0.3292 2.0094 -1.3874 0.18
```

Summary:
**Frontier orbital gap**: 9.52 eV
**Spin multiplicity**: 1
**DFT total energy**: -6321.0464 eV
**SMILES**: O=C1CC1.C
**LUMO**: 0.53 eV

***

Computed, not measured: a 2-piece molecular cluster, C4H8O overall in a non-equilibrium geometry, with the ωB97M-V functional and the def2-TZVPD basis.

```
13
Properties=species:S:1:pos:R:3:mulliken_charge:R:1
C 0.2674 0.8757 -0.8177 0.45
C 1.0418 0.2672 -0.1027 0.32
C -0.6644 1.6073 -1.6776 -1.24
C 1.9729 -0.4649 0.7574 -1.25
H -1.4194 2.1303 -1.0668 0.28
H -1.1832 0.9122 -2.3590 0.28
H -0.1225 2.3538 -2.2822 0.28
H 1.7312 -0.2909 1.8194 0.29
H 1.9108 -1.5474 0.5552 0.29
H 3.0080 -0.1314 0.5729 0.30
O -1.9713 -2.1244 1.7953 -0.65
H -2.9417 -2.1442 1.6333 0.32
H -1.6297 -1.4433 1.1726 0.32
```

Summary:
**Frontier orbital gap**: 10.26 eV
**Spin multiplicity**: 1
**DFT total energy**: -6323.4968 eV
**SMILES**: CC#CC.O
**LUMO**: 0.77 eV

***

Computed, not measured: C4H8O as an isolated structure in a non-equilibrium geometry, with the ωB97M-V functional and the def2-TZVPD basis.

```
13
Properties=species:S:1:pos:R:3:mulliken_charge:R:1
C -0.6471 0.8750 1.3076 -1.36
C -0.0403 -0.2094 0.4778 0.47
C -0.3456 -0.2681 -1.0021 -0.71
C 1.3196 -0.5999 -0.9489 -0.50
O 1.3822 -0.0278 0.3397 -0.40
H -0.2217 0.8542 2.3127 0.32
H -0.4435 1.8522 0.8569 0.33
H -1.7282 0.7250 1.3667 0.35
H -0.2357 -1.2123 0.8841 0.23
H -1.0210 -1.0259 -1.4060 0.32
H -0.6398 0.7207 -1.4429 0.28
H 1.1671 -0.0011 -1.8083 0.37
H 1.4541 -1.6825 -0.9372 0.30
```

Summary:
**Frontier orbital gap**: 10.37 eV
**Spin multiplicity**: 1
**DFT total energy**: -6322.2121 eV
**LUMO**: 1.19 eV